ORCA calculation (ωB97M-V/def2-TZVPD) on 11 unconnected molecules or ions with the total composition C57H61F13N12O.

Last column: Löwdin charge in e.
Positions of all 144 atoms, in Å:
F1 -2.802072 -0.769580 -3.815440  0.129
C1 -1.562087 -0.836797 -3.338186  -0.294
F2 -0.702734 -0.644852 -4.362565  0.091
C2 -1.254800 -2.237232 -2.780519  -0.379
F3 -0.003901 -2.229449 -2.289076  0.145
F4 -1.289135 -3.115833 -3.803380  0.148
C3 -2.238116 -2.780764 -1.725281  -0.368
F5 -3.472317 -2.818936 -2.244673  0.176
F6 -1.869280 -4.051204 -1.450293  0.140
C4 -2.287736 -1.995402 -0.401940  -0.393
F7 -2.696719 -0.732450 -0.666420  0.132
F8 -3.261833 -2.582002 0.333473  0.131
C5 -0.965846 -2.026891 0.383833  -0.105
O1 -1.156366 -2.350115 1.729161  -0.091
C6 -0.652475 -1.410531 2.659719  -0.174
C7 0.813372 -1.646675 3.022696  -0.103
C8 1.705318 -1.592599 1.811091  -0.136
C9 2.332944 -0.409308 1.450015  0.045
C10 3.118316 -0.324366 0.273688  -0.090
C11 3.811422 0.955110 -0.100567  -0.398
F9 4.502566 0.815909 -1.245315  0.141
F10 4.708167 1.292797 0.864910  0.114
C12 2.885259 2.181030 -0.309591  -0.570
F11 1.968312 2.273285 0.644630  0.174
F12 2.282864 2.101255 -1.480744  0.197
F13 3.623049 3.293484 -0.284357  0.179
C13 3.248949 -1.432087 -0.527940  0.078
C14 2.633548 -2.660304 -0.181760  -0.193
N1 2.777682 -3.716949 -1.034519  0.141
C15 2.184450 -4.814926 -0.660568  -0.095
C16 1.471975 -4.925074 0.554230  -0.083
N2 1.309458 -3.936832 1.386454  0.159
C17 1.883009 -2.759485 1.003818  -0.180
H1 -1.361794 -0.047849 -2.615336  0.174
H2 -0.468886 -1.067209 0.246357  0.148
H3 -0.355183 -2.803694 -0.069196  0.108
H4 -1.255996 -1.505863 3.559081  0.126
H5 -0.771082 -0.382738 2.308041  0.133
H6 1.110250 -0.886097 3.739239  0.124
H7 0.919054 -2.619623 3.491922  0.118
H8 2.216902 0.464561 2.072715  0.126
H9 3.827249 -1.391278 -1.435745  0.124
H10 2.247065 -5.680054 -1.306762  0.107
H11 1.031959 -5.879227 0.808544  0.118
C18 -7.881095 -1.366695 0.668724  -0.106
C19 -8.080774 -0.578318 -0.498308  -0.108
C20 -6.880818 -0.513336 -1.158910  -0.130
N3 -5.970422 -1.232561 -0.437482  0.015
C21 -6.567973 -1.755453 0.670249  -0.141
H12 -8.615187 -1.616803 1.416384  0.090
H13 -8.998546 -0.111200 -0.813464  0.089
H14 -6.599185 -0.020125 -2.074000  0.102
H15 -5.008146 -1.356288 -0.676559  0.098
H16 -6.003218 -2.354215 1.362079  0.080
C22 7.575873 1.603503 5.084844  -0.110
C23 8.153639 2.385045 4.048130  -0.108
C24 7.409124 2.176904 2.917435  -0.137
N4 6.406808 1.301088 3.229365  0.004
C25 6.499950 0.948009 4.547757  -0.144
H17 7.911181 1.532843 6.105918  0.089
H18 9.015395 3.026251 4.125096  0.071
H19 7.505425 2.575946 1.922041  0.107
H20 5.711702 0.969239 2.588052  0.107
H21 5.795643 0.263875 4.989529  0.102
C26 1.900093 2.373521 -6.188388  -0.103
C27 0.681885 2.022404 -5.542854  -0.098
C28 0.088817 3.184600 -5.131630  -0.144
N5 0.898416 4.224621 -5.502441  0.003
C29 2.003949 3.737727 -6.149487  -0.142
H22 2.615854 1.699791 -6.628679  0.084
H23 0.293929 1.033344 -5.399098  0.068
H24 -0.837076 3.355981 -4.608841  0.097
H25 0.711081 5.192469 -5.323302  0.125
H26 2.765140 4.400995 -6.523237  0.103
C30 -3.653227 1.612895 -5.884300  -0.112
C31 -4.855802 1.250241 -5.216132  -0.121
C32 -5.462882 2.407075 -4.806499  -0.142
N6 -4.673985 3.455407 -5.199963  0.003
C33 -3.572695 2.979022 -5.858011  -0.149
H27 -2.933798 0.947774 -6.331932  0.093
H28 -5.231190 0.253057 -5.056004  0.088
H29 -6.382447 2.574109 -4.272322  0.104
H30 -4.871901 4.423194 -5.029284  0.142
H31 -2.827843 3.649834 -6.251221  0.100
C34 1.493644 -2.439109 -6.049479  -0.099
C35 2.708205 -1.719774 -6.221043  -0.109
C36 3.475116 -1.938374 -5.105812  -0.136
N7 2.770872 -2.758572 -4.268964  0.021
C37 1.565645 -3.065203 -4.834084  -0.164
H32 0.666128 -2.489549 -6.736973  0.097
H33 2.986871 -1.114090 -7.066900  0.087
H34 4.456285 -1.583679 -4.840185  0.104
H35 3.081309 -3.090777 -3.369704  0.104
H36 0.868088 -3.701258 -4.318858  0.072
C38 -1.382890 7.892377 -1.728471  -0.111
C39 -0.162148 7.269573 -1.348667  -0.111
C40 0.627439 7.204198 -2.463854  -0.147
N8 -0.069464 7.761859 -3.503520  -0.007
C41 -1.294738 8.185430 -3.061991  -0.145
H37 -2.226744 8.102500 -1.093289  0.090
H38 0.104449 6.912715 -0.368293  0.090
H39 1.619946 6.812263 -2.607543  0.105
H40 0.265760 7.850388 -4.444193  0.136
H41 -1.993000 8.657601 -3.731413  0.104
C42 -5.854367 -2.942309 5.719948  -0.111
C43 -4.576991 -3.501845 5.999581  -0.111
C44 -3.911230 -3.614552 4.808233  -0.146
N9 -4.735866 -3.146433 3.822003  0.008
C45 -5.921812 -2.732428 4.368860  -0.132
H42 -6.632748 -2.719191 6.430816  0.078
H43 -4.193495 -3.789191 6.964562  0.090
H44 -2.927519 -3.986817 4.577718  0.103
H45 -4.502388 -3.113958 2.846672  0.118
H46 -6.705199 -2.324974 3.752707  0.099
C46 -7.999826 -1.429642 10.391401  -0.113
C47 -7.172812 -1.977536 9.372598  -0.117
C48 -6.349899 -0.975711 8.932347  -0.146
N10 -6.648440 0.153814 9.643707  -0.001
C49 -7.651483 -0.113885 10.535489  -0.145
H47 -8.761797 -1.943641 10.952674  0.088
H48 -7.181966 -2.990973 9.007118  0.087
H49 -5.581582 -0.970499 8.177675  0.101
H50 -6.201406 1.043509 9.527460  0.142
H51 -8.028675 0.650735 11.192442  0.104
C50 10.108531 5.794651 3.510435  -0.115
C51 10.056156 7.212725 3.593243  -0.111
C52 11.160311 7.621231 4.291640  -0.145
N11 11.875993 6.506324 4.633659  -0.002
C53 11.243297 5.389394 4.159973  -0.145
H52 9.394525 5.148571 3.028195  0.078
H53 9.294665 7.856918 3.187198  0.089
H54 11.496754 8.604181 4.572885  0.104
H55 12.732971 6.507446 5.153803  0.142
H56 11.653045 4.407557 4.324901  0.104
C54 0.322821 -7.802779 -3.805383  -0.103
C55 -0.841479 -8.101663 -3.046059  -0.106
C56 -1.265839 -6.933809 -2.470844  -0.136
N12 -0.401422 -5.942817 -2.849459  0.006
C57 0.568764 -6.463262 -3.664923  -0.148
H57 0.909701 -8.491810 -4.388974  0.091
H58 -1.314944 -9.063007 -2.939154  0.091
H59 -2.105704 -6.722632 -1.831370  0.105
H60 -0.474490 -4.980435 -2.574415  0.090
H61 1.344598 -5.838696 -4.072818  0.094

Force components x, y, z for each atom (eV/Å):
F -0.458 -0.075 0.048
C 0.853 0.328 -0.121
F 0.015 -0.155 -0.109
C -0.703 0.046 -0.681
F 0.277 0.039 0.361
F -0.162 -0.069 -0.030
C -0.010 0.378 0.061
F -0.101 0.030 -0.120
F 0.000 -0.066 0.279
C 0.227 -0.631 0.791
F -0.100 0.316 -0.164
F -0.204 0.010 -0.057
C -0.007 -0.298 -0.136
O -0.274 0.341 -0.133
C 0.149 0.140 0.473
C 0.058 -0.247 -0.353
C 0.484 0.621 0.027
C -0.237 -0.801 0.016
C -0.339 -0.761 -0.160
C -0.198 -0.170 -0.082
F 0.199 -0.015 -0.167
F -0.005 0.114 0.203
C 0.693 0.234 -0.050
F -0.356 0.081 0.324
F -0.326 -0.131 -0.312
F -0.043 0.046 -0.049
C -0.025 0.270 0.129
C 0.195 0.369 -0.135
N -0.153 0.047 0.101
C 0.201 -0.044 -0.308
C -0.241 -0.121 0.313
N 0.273 0.071 -0.221
C 0.117 0.382 0.275
H -0.250 0.013 0.221
H 0.047 0.107 -0.064
H 0.082 0.037 -0.040
H -0.122 -0.086 0.054
H -0.106 0.041 -0.248
H 0.045 0.138 0.094
H -0.078 -0.118 0.103
H -0.036 -0.001 0.126
H 0.050 -0.020 -0.144
H 0.040 -0.061 -0.127
H -0.072 -0.105 0.092
C -0.010 0.015 -0.040
C 0.035 0.016 0.012
C -0.055 -0.007 0.033
N -0.093 0.074 -0.083
C 0.012 -0.009 0.086
H -0.009 -0.010 -0.012
H -0.006 -0.003 -0.001
H -0.009 -0.001 0.004
H 0.104 -0.002 -0.082
H -0.057 -0.042 0.018
C -0.012 -0.006 0.007
C 0.020 -0.006 -0.014
C -0.010 -0.011 -0.033
N 0.030 -0.014 0.129
C -0.008 -0.012 -0.031
H -0.001 0.005 0.003
H -0.007 0.012 0.026
H 0.011 0.003 0.000
H 0.041 0.008 0.032
H 0.013 -0.006 0.015
C -0.014 0.034 0.005
C 0.114 0.074 -0.059
C -0.045 0.049 0.060
N 0.041 -0.056 -0.042
C -0.013 0.055 0.031
H -0.008 -0.013 0.010
H -0.009 -0.081 -0.022
H 0.001 0.002 0.001
H -0.019 0.005 0.043
H 0.010 -0.010 -0.006
C -0.031 0.002 0.039
C -0.006 -0.011 0.011
C 0.036 0.065 0.001
N -0.034 -0.105 0.006
C 0.035 0.082 0.005
H 0.011 0.007 -0.005
H 0.000 -0.003 -0.014
H -0.007 -0.010 0.000
H -0.009 0.015 -0.002
H 0.008 -0.030 -0.022
C 0.037 0.009 0.004
C 0.010 0.004 0.011
C -0.037 0.003 -0.002
N 0.072 -0.007 0.107
C 0.094 -0.088 0.012
H -0.012 0.011 -0.002
H -0.001 0.000 -0.015
H 0.006 0.015 -0.018
H -0.015 -0.015 0.038
H 0.057 0.046 -0.144
C -0.001 -0.006 0.009
C -0.015 -0.008 0.006
C 0.021 -0.017 -0.073
N -0.016 -0.058 0.023
C -0.002 -0.023 -0.052
H 0.000 0.006 0.005
H 0.004 0.002 0.005
H 0.005 -0.004 0.021
H 0.028 0.093 0.005
H -0.007 0.009 0.011
C -0.009 0.007 0.036
C 0.001 0.019 0.023
C 0.025 0.017 -0.040
N -0.042 0.043 0.037
C 0.083 -0.035 -0.070
H -0.010 0.009 -0.010
H -0.004 -0.007 0.004
H -0.002 -0.024 -0.001
H 0.054 0.004 -0.003
H -0.009 0.008 0.017
C -0.003 -0.009 0.003
C -0.003 -0.006 0.000
C 0.043 0.038 -0.026
N -0.020 -0.046 0.026
C 0.017 0.036 -0.012
H -0.002 -0.002 0.002
H 0.003 -0.006 0.006
H -0.017 -0.023 -0.019
H 0.007 0.009 -0.003
H -0.015 -0.008 0.004
C -0.002 -0.004 -0.030
C 0.002 0.004 0.002
C 0.030 -0.007 0.024
N -0.030 0.003 -0.029
C 0.026 -0.002 0.028
H -0.015 0.010 -0.001
H -0.004 0.001 -0.001
H -0.014 0.008 -0.002
H 0.011 0.000 0.003
H -0.012 -0.008 -0.005
C 0.011 -0.040 0.031
C 0.011 -0.025 -0.010
C 0.035 0.055 0.036
N 0.201 -0.064 -0.055
C -0.027 0.010 0.108
H -0.002 -0.004 -0.009
H -0.007 -0.004 -0.007
H -0.011 -0.014 -0.009
H 0.003 -0.183 -0.123
H 0.017 -0.032 -0.064

As for the multiplicity: 1. Its SMILES is FC(F)C(F)(F)C(F)(F)C(F)(F)COCCc1cc(C(F)(F)C(F)(F)F)cc2nccnc12.c1cc[nH]c1.c1cc[nH]c1.c1cc[nH]c1.c1cc[nH]c1.c1cc[nH]c1.c1cc[nH]c1.c1cc[nH]c1.c1cc[nH]c1.c1cc[nH]c1.c1cc[nH]c1. The HOMO energy is -8.241 eV. As for the total charge: 0. The total energy comes out at -115352.582 eV. The lowest unoccupied orbital energy comes out at -1.283 eV.